Entry 1:
DFT (ωB97M-V/def2-TZVPD) results for a structure of composition C35H33BrClN7O11STl.

Output
total charge	-1

Cartesian coordinates (Å):
Tl: 0.23825 -1.27944 0.46686
Br: -0.31199 3.85175 -5.02061
C: 1.32091 3.88103 -4.05117
C: 1.82041 5.08824 -3.59492
C: 3.00545 5.08878 -2.87683
C: 3.66180 3.89893 -2.58184
C: 3.16397 2.69856 -3.08358
C: 1.98994 2.69118 -3.81793
N: 4.89411 4.04748 -1.85582
N: 5.26048 3.27262 -0.95372
C: 4.45458 2.20384 -0.46647
C: 5.09647 0.99831 -0.31164
C: 4.40995 -0.17438 0.00652
C: 3.03417 -0.17516 0.18772
O: 2.39455 -1.27041 0.44579
C: 2.35932 1.10646 0.12918
N: 1.02665 1.11750 0.35632
C: 0.38892 2.25996 0.43087
C: 1.03540 3.49573 0.28161
C: 2.36884 3.50794 -0.00642
C: 3.07379 2.29258 -0.13483
H: 1.29617 6.01134 -3.80042
H: 3.43272 6.01733 -2.51878
H: 3.65144 1.75557 -2.87712
H: 1.58867 1.75250 -4.17013
H: 6.16317 0.96441 -0.50042
H: 4.93240 -1.11787 0.08492
H: -0.66650 2.22589 0.67233
H: 0.47418 4.41227 0.40009
H: 2.89448 4.44662 -0.12246
C: -1.59044 -0.40914 9.21062
C: -1.30775 -0.22038 7.74416
C: -0.04016 -0.46403 7.22202
C: 0.21508 -0.30509 5.86956
C: -0.81062 0.09806 5.02732
C: -2.07962 0.34750 5.52358
C: -2.31897 0.19028 6.88006
S: -0.45256 0.30964 3.30254
O: -1.59330 1.02089 2.73010
O: 0.81120 0.99570 3.21339
N: -0.27062 -1.16279 2.71430
C: -1.13915 -2.25275 3.18514
C: -2.49777 -2.22278 2.51673
O: -3.36665 -1.39620 3.10775
O: -2.75629 -2.81843 1.49495
H: -0.66917 -0.54296 9.77659
H: -2.21471 -1.29032 9.37336
H: -2.12273 0.44964 9.62197
H: 0.75821 -0.77763 7.88451
H: 1.20067 -0.48309 5.45852
H: -2.85995 0.65210 4.84143
H: -3.30973 0.38664 7.27475
H: -1.26830 -2.20312 4.26759
H: -0.65734 -3.18875 2.91397
Cl: -1.81990 -4.02095 -1.66391
C: -0.06125 -4.33455 -1.50680
C: 0.34938 -4.47775 -0.04051
O: 0.75238 -5.56392 0.33486
O: 0.24827 -3.43672 0.71926
H: 0.45215 -3.50483 -1.98657
H: 0.13719 -5.26899 -2.01803
N: -4.97854 -0.96617 0.83160
C: -4.36049 -0.16154 -0.23722
C: -2.99993 -0.71749 -0.66487
N: -1.84303 -0.12546 0.03661
H: -5.97291 -0.78220 0.88306
H: -4.05939 -1.18535 2.42521
H: -4.85046 -1.95332 0.62896
H: -4.23905 0.86091 0.12981
H: -5.00657 -0.10851 -1.11983
H: -2.85766 -0.53799 -1.72953
H: -2.97876 -1.79630 -0.52293
H: -2.07855 0.31566 0.92828
H: -1.42020 0.57472 -0.56136
O: 1.86369 -0.26166 -2.53771
C: 0.78773 -0.82205 -2.70591
O: -0.07221 -1.15579 -1.81219
C: 0.34811 -1.14117 -4.12833
C: 1.21354 -0.86693 -5.18234
C: 0.83816 -1.13277 -6.48768
C: -0.41357 -1.67939 -6.71281
C: -1.28926 -1.97704 -5.68364
C: -0.89719 -1.70545 -4.38319
N: -0.82535 -1.96070 -8.09976
O: -1.93355 -2.42752 -8.28087
O: -0.02937 -1.72546 -8.98843
H: 2.18491 -0.44785 -4.95686
H: 1.49116 -0.92667 -7.32231
H: -2.25006 -2.41585 -5.90722
H: -1.54153 -1.94553 -3.54881

Forces on atoms 1 to 6 (eV/Å):
Tl -0.064 0.300 0.079
Br 0.002 -0.004 0.001
C 0.005 0.005 -0.007
C 0.000 -0.008 0.000
C 0.003 0.002 0.013
C -0.038 0.050 -0.021



Entry 2:
DFT (ωB97M-V/def2-TZVPD) results for a structure of composition C35H33Cl24F4N3OS at a distorted geometry.

Cartesian coordinates (Å):
C: -1.07524 3.24315 6.38809
O: 0.10429 2.40333 6.38868
C: 1.31916 3.16913 6.53212
C: 2.48156 2.34936 5.73130
C: 2.65729 0.94032 6.47714
C: 3.57671 -0.13067 5.69059
C: 3.51540 -0.01045 4.09890
C: 4.81843 0.60862 3.41411
N: 6.03246 1.00517 4.21409
C: 6.68220 -0.13276 4.35175
S: 7.24130 -1.65749 4.76068
C: 4.81826 0.75996 1.88325
C: 3.56077 0.36515 0.99102
N: 3.72865 0.61399 -0.41861
C: 2.50457 0.25255 -1.05700
C: 2.48031 0.45122 -2.66615
C: 3.43786 -0.61404 -3.40221
C: 2.68149 -1.83318 -4.12293
C: 1.53439 -1.38961 -5.17540
C: 2.16485 -2.96589 -3.06024
C: 1.22075 -0.33891 -0.41063
C: -0.09468 -0.74018 -1.27319
C: -1.24199 0.37490 -1.06008
C: -0.90066 1.92385 -1.01201
C: -1.99643 3.03145 -0.78961
C: -3.51012 2.66660 -0.56983
C: -3.85212 1.13667 -0.62884
C: -2.75563 0.02503 -0.84780
C: -3.28305 -1.49220 -0.83979
N: 1.14629 -0.60157 0.98355
C: 2.32860 -0.22801 1.71420
C: 2.26262 -0.46357 3.28900
C: 0.95306 -1.11912 3.88817
F: 0.97121 -1.46060 5.26412
F: 0.53161 -2.32511 3.20115
C: -0.24750 -0.01838 3.71687
F: -1.01864 0.12159 4.93356
F: 0.24314 1.28658 3.41308
H: -1.25526 3.58115 7.47184
H: -1.96114 2.55976 6.10428
H: -1.05335 4.09881 5.63067
H: 1.65489 3.32678 7.62289
H: 1.27080 4.20711 6.03343
H: 3.45908 2.96994 5.75594
H: 2.12457 2.28060 4.64876
H: 1.67996 0.42331 6.76301
H: 3.21376 1.16780 7.46954
H: 4.64792 -0.00227 6.09701
H: 3.28268 -1.21692 5.96612
H: 5.75843 1.21497 1.39418
H: 1.42738 0.53426 -3.08830
H: 2.96876 1.49014 -2.82927
H: 4.11800 -1.06678 -2.58100
H: 4.16229 -0.03596 -4.09614
H: 3.48621 -2.38198 -4.75340
H: 1.90734 -1.65341 -6.24111
H: 0.57972 -2.01252 -5.02183
H: 1.36546 -0.26145 -5.11175
H: 2.85310 -2.89465 -2.13030
H: 2.41950 -3.99435 -3.52894
H: 1.05899 -2.86152 -2.80143
H: 0.13985 -0.96795 -2.36558
H: -0.50994 -1.70504 -0.78379
H: 0.18550 2.24416 -1.16703
H: -1.75671 4.16220 -0.76837
H: -4.32314 3.46407 -0.38383
H: -4.96867 0.87721 -0.50179
H: -3.50330 -1.84793 -1.91439
H: -4.31928 -1.48345 -0.31821
H: -2.63843 -2.22158 -0.24336
H: -0.96312 -0.35078 2.89397
C: -5.16564 -1.26515 -4.60845
Cl: -6.73940 -0.58064 -5.07009
Cl: -4.12602 -1.38504 -6.04594
Cl: -4.39070 -0.21295 -3.40491
Cl: -5.40450 -2.88309 -3.91347
C: 1.02252 3.45109 -5.59737
Cl: 2.48027 2.51711 -6.00016
Cl: 1.45330 5.15884 -5.39368
Cl: -0.16374 3.29248 -6.91051
Cl: 0.31564 2.83901 -4.08922
C: -7.91312 -4.99493 -1.52265
Cl: -8.83410 -6.01581 -0.39751
Cl: -8.93539 -4.57394 -2.91353
Cl: -7.40189 -3.50937 -0.69196
Cl: -6.47963 -5.88043 -2.08791
C: -1.84264 -4.03244 -8.85354
Cl: -2.70107 -4.48273 -10.34277
Cl: -2.84876 -2.91652 -7.90331
Cl: -1.51233 -5.49209 -7.89573
Cl: -0.30856 -3.23810 -9.27094
C: -0.96784 7.22589 -3.00289
Cl: 0.78909 7.42908 -3.15568
Cl: -1.57554 8.25716 -1.68961
Cl: -1.74657 7.69147 -4.53070
Cl: -1.34281 5.52497 -2.62442
C: -1.44921 -4.55612 6.13005
Cl: 0.15031 -5.17656 6.59392
Cl: -2.06455 -5.48323 4.74386
Cl: -2.56972 -4.72514 7.49965
Cl: -1.31245 -2.84341 5.68363

Forces on atoms 1 to 6 (eV/Å):
C -0.947 -0.916 0.578
O 0.210 1.892 -0.146
C 1.669 -0.034 -0.954
C -0.898 0.376 0.965
C 0.739 -0.116 0.192
C 0.141 -0.507 -0.008



Entry 3:
DFT (ωB97M-V/def2-TZVPD) results for a structure of composition C35H33ClN4NbSi2 at a distorted geometry.

Output
total charge	+3

Cartesian coordinates (Å):
C: -1.63997 -1.00365 4.47653
C: -2.30886 -0.36039 3.38538
C: -2.05193 -1.12323 2.19637
H: -2.97321 0.50115 3.45932
C: -1.24219 -2.26146 2.56362
C: -0.97294 -2.17073 3.97231
H: -0.46476 -2.91736 4.57490
H: -1.73212 -0.72858 5.52485
H: -2.49846 -0.95823 1.22042
H: -0.95514 -3.09035 1.92404
Nb: -0.13193 -0.45736 2.99174
Si: -1.03960 -0.58415 -2.55635
C: -0.55688 1.05713 -3.42236
C: 0.60006 1.12508 -4.21196
H: 1.37620 0.35649 -4.11457
C: 0.76258 2.14312 -5.16390
H: 1.64630 2.14825 -5.80550
C: -0.21268 3.13547 -5.29580
H: -0.11030 3.91438 -6.05720
C: -1.33055 3.12321 -4.45445
H: -2.07813 3.91645 -4.53331
C: -1.49783 2.09258 -3.51920
H: -2.37867 2.07257 -2.87302
C: -0.55023 -1.74453 -4.00054
C: -1.31045 -1.83216 -5.18018
H: -2.22208 -1.23740 -5.27844
C: -0.87925 -2.62240 -6.25509
H: -1.45820 -2.65064 -7.17987
C: 0.31346 -3.35221 -6.16882
H: 0.64318 -3.98271 -6.99627
C: 1.10115 -3.23061 -5.02528
H: 2.05379 -3.76124 -4.94615
C: 0.69116 -2.38326 -3.98886
H: 1.37974 -2.20893 -3.16137
H: -2.50843 -0.48869 -2.44920
Si: 2.26253 0.32465 -1.32927
C: 1.16755 -1.18238 -0.96671
C: -0.33702 -1.18902 -0.90453
H: -0.78937 -0.43912 -0.23330
C: -1.03587 -2.48261 -0.88755
H: -2.13206 -2.46152 -0.86709
C: -0.33400 -3.66233 -0.88868
H: -0.85832 -4.62528 -0.95038
C: 1.06397 -3.64406 -0.79018
H: 1.60138 -4.59313 -0.68474
C: 1.77788 -2.43818 -0.81166
H: 2.87007 -2.48569 -0.72753
C: 1.27818 1.79270 -0.67485
C: 0.28210 1.63804 0.31251
H: 0.32392 0.76659 0.99918
C: -0.80650 2.50584 0.37424
H: -1.69010 2.25401 0.97297
C: -0.77826 3.69743 -0.35843
H: -1.61029 4.40231 -0.29884
C: 0.32968 3.98733 -1.15867
H: 0.38454 4.94244 -1.68379
C: 1.34215 3.04303 -1.32975
H: 2.15227 3.23353 -2.03037
H: 3.50152 0.25229 -0.63812
Cl: 1.90508 -1.18728 2.06628
N: 0.33105 2.82059 5.82643
C: -0.58783 3.55241 5.05960
C: -0.92790 2.76794 4.00186
N: -0.20752 1.57632 4.05818
C: 0.54985 1.64073 5.17289
C: 1.25044 0.47367 5.63573
N: 1.14005 -0.68209 4.96434
C: 1.79329 -1.65030 5.71351
C: 2.29031 -1.06962 6.84653
N: 1.91568 0.27045 6.80163
H: 0.81141 3.09111 6.67276
H: -0.90228 4.53260 5.37325
H: -1.63699 2.93032 3.20287
H: 1.82874 -2.67520 5.37749
H: 2.85676 -1.47668 7.66406
H: 2.16106 1.01255 7.46639

Forces on atoms 1 to 6 (eV/Å):
C -0.739 0.189 0.095
C -1.528 -0.771 -0.728
C -1.621 -1.583 1.005
H 0.386 -0.250 -0.138
C -2.275 -0.738 0.127
C -0.876 -1.425 -0.736



Number 1: DFT total energy -167877.9800 eV. Number 2: DFT total energy -365575.1438 eV. Number 3: DFT total energy -72591.1079 eV.